Entry 1:
Formula: C30H41IO12S
Source: the OMol25 dataset
Level of theory: the ωB97M-V functional and the def2-TZVPD basis

```
85
C30H41IO12S, DFT the ωB97M-V functional and the def2-TZVPD basis
C 6.5724 3.9428 -2.5727
C 5.3673 4.1843 -3.5045
C 4.5519 2.8753 -3.7491
C 3.2192 2.9478 -2.9865
C 2.2381 1.8787 -3.4890
C 0.9255 1.5913 -2.7357
C 0.7929 1.4764 -1.1949
C 1.2254 2.6577 -0.2859
C 1.2362 4.1129 -0.7710
O 0.6028 4.3909 -2.0314
C 0.8445 5.6072 -2.5168
O 0.4151 5.9144 -3.5492
C 1.2939 0.0505 -0.6730
C 2.6252 -0.4591 -1.2789
C 2.9339 -1.9248 -0.8768
C 3.9190 0.3979 -1.1132
C 5.1438 -0.2975 -0.4699
C 1.0826 -0.1956 0.8232
O 0.8976 -1.5478 1.0780
I 2.7275 0.4152 2.1403
O -0.0574 0.4544 1.4176
S -1.3472 0.5428 0.4635
O -2.4056 1.1936 1.1404
O -1.7273 -0.7700 0.0870
C -0.7882 1.3605 -1.0295
C -1.5862 2.6346 -1.2222
O -1.5431 3.5088 -0.1033
O -2.7383 4.1883 0.0043
H 7.4418 4.5328 -2.8601
H 6.3372 4.2101 -1.5410
H 6.8733 2.8951 -2.5567
H 4.7081 4.9333 -3.0716
H 5.7576 4.5305 -4.4597
H 5.1817 2.0634 -3.3907
H 4.3408 2.7719 -4.8130
H 3.4133 2.9375 -1.9170
H 2.8165 3.9321 -3.2251
H 2.8340 0.9957 -3.7224
H 1.9376 2.2307 -4.4797
H 0.5531 0.6366 -3.1279
H 0.2020 2.3133 -3.0986
H 2.2095 2.4444 0.1255
H 0.5815 2.6485 0.5912
H 2.2717 4.4553 -0.8322
H 0.7877 4.7579 -0.0150
H 1.4471 6.3390 -1.9563
H 0.5692 -0.6258 -1.1468
H 2.4388 -0.5637 -2.3444
H 3.1112 -2.0467 0.1851
H 2.0145 -2.4832 -1.0819
H 3.6943 -2.3666 -1.5110
H 4.2708 0.6526 -2.1092
H 3.8103 1.3405 -0.5826
H 5.5564 -1.0595 -1.1230
H 4.9429 -0.6853 0.5219
H 5.9197 0.4633 -0.3583
H 1.1757 -1.6664 1.9972
H -1.0871 0.6911 -1.8325
H -2.6319 2.3327 -1.3438
H -1.3681 3.1995 -2.1279
H -3.3617 3.5833 0.4422
O -2.3088 -4.8729 0.0784
C -2.3197 -4.4906 1.2285
C -1.2418 -3.6197 1.7615
C -1.2553 -3.2049 3.0255
C -2.3433 -3.5913 3.9537
O -2.3552 -3.2112 5.1070
C -3.4188 -4.4604 3.4203
C -3.4117 -4.8770 2.1582
H -0.4585 -3.3469 1.0702
H -0.4809 -2.5693 3.4370
H -4.2023 -4.7334 4.1137
H -4.1897 -5.5113 1.7539
O -6.6497 -5.4696 2.3463
C -7.3108 -5.3689 3.3599
C -8.4658 -6.2654 3.6116
C -9.1951 -6.1583 4.7187
C -8.8851 -5.1381 5.7509
O -9.5490 -5.0422 6.7601
C -7.7309 -4.2399 5.4985
C -7.0017 -4.3472 4.3912
H -8.6764 -7.0037 2.8483
H -10.0412 -6.8031 4.9197
H -7.5207 -3.5005 6.2608
H -6.1586 -3.6997 4.1906
```

Calculated values
* Kohn-Sham gap: 8.35 eV
* structure (SMILES): CCCCCC[C@]1(CCOC=O)[C@@H]([C@H](C)CC)[C@@](O)(I)OS(=O)(=O)[C@H]1COO.O=C1C=CC(=O)C=C1.O=C1C=CC(=O)C=C1

***

Entry 2:
Formula: C18H48O10S7
Source: the OMol25 dataset
Level of theory: the ωB97M-V functional and the def2-TZVPD basis

```
83
C18H48O10S7, DFT the ωB97M-V functional and the def2-TZVPD basis
C 1.4418 1.2296 -5.6455
C 0.2235 1.4408 -4.7838
C -1.1616 1.4450 -5.5090
O -1.9338 0.5112 -4.8013
C -1.1867 -0.1228 -3.8745
O -1.5932 -0.9997 -3.1718
O 0.0539 0.3558 -3.8622
H 1.5498 0.1782 -5.9096
H 2.3684 1.5762 -5.1861
H 1.3894 1.8160 -6.5662
H 0.2846 2.3683 -4.2105
H -1.0666 1.1418 -6.5543
H -1.5035 2.4798 -5.4981
C -0.7172 1.6152 5.2202
S -0.9875 0.5970 3.7334
O -1.5744 -0.7278 4.1603
C -2.3401 1.5609 2.9991
H -1.6553 1.7449 5.7560
H -0.2650 2.5431 4.8769
H 0.0019 1.0628 5.8218
H -3.1929 1.3891 3.6642
H -2.6065 1.1529 2.0287
H -2.1077 2.6221 2.9889
C -0.2399 -3.4303 3.0788
S 1.1198 -2.4900 2.3223
O 2.3557 -2.9181 3.0957
C 1.0649 -3.1882 0.6566
H -0.1682 -4.4995 2.8829
H -1.2309 -3.1776 2.6903
H -0.2526 -3.0642 4.1015
H 0.1717 -2.7974 0.1635
H 0.9633 -4.2663 0.7871
H 1.8900 -2.9517 -0.0141
C 1.2701 -5.8764 -2.4377
S 1.2446 -4.7215 -3.8419
O 0.5573 -5.4218 -4.9772
C -0.0252 -3.6333 -3.1281
H 1.6145 -5.3477 -1.5504
H 1.8333 -6.7735 -2.6882
H 0.2646 -6.2553 -2.2315
H 0.2486 -3.2904 -2.1298
H -0.9611 -4.1776 -2.9873
H -0.2231 -2.8198 -3.8125
C -4.2463 -1.2468 -0.4682
S -3.8503 -2.8063 0.3926
O -2.3615 -2.9960 0.3456
C -4.2864 -2.1450 2.0471
H -3.7486 -1.2579 -1.4432
H -3.7934 -0.4089 0.0595
H -5.3130 -1.2068 -0.6760
H -4.0272 -2.8798 2.8043
H -5.3549 -1.9285 2.0365
H -3.7483 -1.2187 2.2498
C 2.8305 2.9141 3.4005
S 3.7818 1.6569 4.2947
O 3.3242 1.7337 5.7145
C 2.8878 0.2482 3.5288
H 1.7765 2.8450 3.6504
H 2.9717 2.7612 2.3292
H 3.2272 3.9074 3.6151
H 2.9573 0.3726 2.4513
H 1.8616 0.2516 3.8862
H 3.3755 -0.6697 3.8483
C 1.6327 5.4642 0.7667
S 0.4962 5.8785 -0.5880
O 1.2340 6.8198 -1.5129
C 0.5843 4.2200 -1.3776
H 1.7666 6.3081 1.4390
H 2.5859 5.0962 0.3923
H 1.1306 4.6802 1.3435
H 1.6260 3.9446 -1.2082
H 0.4139 4.2727 -2.4487
H -0.0565 3.5210 -0.8455
C 1.7956 0.9331 -1.0599
S 0.8447 0.6308 0.4511
O 0.4924 2.0097 0.9802
C -0.6639 -0.0572 -0.3060
H 2.0789 0.0061 -1.5591
H 2.6559 1.5543 -0.8174
H 1.2211 1.5009 -1.7945
H -1.1824 0.5881 -1.0261
H -1.4212 -0.3023 0.4330
H -0.4174 -0.8751 -0.9853
```

Calculated values
* Kohn-Sham gap: 8.52 eV
* energy relative to the best compared isomer or geometry (same formula, charge and spin): 0.0 kJ/mol

***

Entry 3:
Formula: F5N2
Source: the OMol25 dataset
Level of theory: the ωB97M-V functional and the def2-TZVPD basis

```
7
F5N2, DFT the ωB97M-V functional and the def2-TZVPD basis
N -1.6604 -0.0028 -0.4599
N 1.1407 0.1134 -0.1174
F -1.7762 0.8164 0.4799
F -2.1639 -1.1141 -0.1004
F 1.0486 -0.2311 1.1454
F 1.6982 -0.8350 -0.7585
F 1.7131 1.2531 -0.1891
```

Calculated values
* Kohn-Sham gap (spin up / spin down): 5.67 / 9.11 eV
* energy relative to the best compared isomer or geometry (same formula, charge and spin): 102.1 kJ/mol
* total charge: +1

***

Entry 4:
Formula: C3H5N2O2S
Source: the OMol25 dataset
Level of theory: the ωB97M-V functional and the def2-TZVPD basis

```
13
C3H5N2O2S, DFT the ωB97M-V functional and the def2-TZVPD basis
O 0.0524 -0.8600 -2.5960
N 0.8134 -0.2053 -1.9875
O 1.7904 0.3777 -2.2267
C 0.4140 -0.1790 -0.5263
N 0.3616 0.9381 0.1853
C -0.4571 1.0417 1.3217
S -0.6361 -0.6831 1.9900
C -0.4924 -1.3851 0.4057
H 1.0158 1.5814 -0.1334
H -0.0838 1.8442 2.0334
H -1.4997 1.3596 1.1521
H -1.4296 -1.4445 -0.1081
H 0.1513 -2.3856 0.4899
```

Calculated values
* Kohn-Sham gap: 7.51 eV
* structure (SMILES): O=[N+]([O-])C1=[NH+]CSC1
* energy relative to the best compared isomer or geometry (same formula, charge and spin): 372.3 kJ/mol
* total charge: +1

***

Entry 5:
Formula: C5H36N3O13
Source: the OMol25 dataset
Level of theory: the ωB97M-V functional and the def2-TZVPD basis

```
57
C5H36N3O13, DFT the ωB97M-V functional and the def2-TZVPD basis
C -1.1152 3.1304 1.0398
C -1.6973 1.8109 0.4261
C -1.1198 0.4946 0.8514
C -1.8462 -0.4364 1.5680
N -1.3201 -1.6950 1.4194
C -0.2846 -1.5327 0.5123
N -0.0929 -0.1953 0.2130
N -1.2669 3.3203 2.5191
H 0.0138 3.1093 0.7003
H -1.4315 4.0275 0.4657
H -2.7689 1.9656 0.6623
H -1.5763 1.8830 -0.6843
H -2.6176 -0.1905 2.2325
H -1.4976 -2.5655 1.9424
H 0.3647 -2.2919 0.1189
H 0.6882 0.3365 -0.3242
H -2.0029 4.0335 2.7363
H -0.3196 3.6332 2.8443
H 5.6943 -0.9520 -1.6720
H 5.3272 0.4180 -1.8514
O 5.1483 -0.4100 -2.2340
H -3.3362 1.2663 -3.9207
H -1.8808 1.0311 -3.5828
O -2.7632 0.9455 -3.2266
H 2.1309 -1.7320 -2.6061
H 0.7604 -2.2536 -2.4908
O 1.3523 -1.5902 -2.0943
H 2.6162 2.3042 -0.5915
H 2.8368 3.4708 -1.4533
O 2.2801 3.2081 -0.7300
H 2.9539 -4.3328 0.4258
H 3.6692 -4.1297 -0.7145
O 3.2011 -3.5709 -0.0857
H -3.8872 -1.6295 4.0315
H -2.2497 -1.3702 4.0319
O -3.0219 -1.9580 4.1054
H -0.6993 -3.6132 -4.4527
H -0.7682 -4.4764 -3.2203
O -0.4592 -3.6266 -3.5332
H 3.7729 0.4762 -0.8379
H 2.2988 -0.0573 -0.7359
O 2.9610 0.5861 -0.3520
H -2.4510 -4.4898 2.2449
H -1.9318 -3.5584 3.5634
O -1.7322 -4.0124 2.6834
H -3.6740 -1.4876 -2.7116
H -4.2067 -0.6183 -1.5996
O -4.1803 -1.6194 -1.8467
H 2.5933 3.8178 3.2581
H 2.4615 4.1531 1.7207
O 2.2663 4.4273 2.6322
H 2.7676 1.0813 -4.1706
H 1.6351 0.2605 -4.7093
O 1.8688 1.1826 -4.5029
H -0.8574 1.3198 4.7571
H -1.3064 1.7394 3.2721
O -1.2999 0.9629 3.9570
```

Calculated values
* 2S+1: 2
* Kohn-Sham gap (spin up / spin down): 2.68 / 6.61 eV

***

Entry 6:
Formula: C25H34O4PPdSe2Si
Source: the OMol25 dataset
Level of theory: the ωB97M-V functional and the def2-TZVPD basis

```
68
C25H34O4PPdSe2Si, DFT the ωB97M-V functional and the def2-TZVPD basis
Pd 1.2645 0.8519 0.7515
C 3.0463 1.8024 4.1825
Se 1.6241 0.7222 3.4064
C 0.1271 1.8760 3.9072
C -0.0018 3.1062 3.0341
Se -0.4965 2.6055 1.2081
C 0.2178 4.1960 0.3466
H 2.8942 1.8746 5.2566
H 3.0823 2.7906 3.7326
H 3.9803 1.2792 3.9916
H 0.2804 2.1515 4.9503
H -0.7606 1.2449 3.8526
H 0.9404 3.6515 2.9805
H -0.7795 3.7783 3.3969
H 1.2944 4.2589 0.4828
H -0.2730 5.0649 0.7780
H -0.0229 4.1312 -0.7111
C 4.8169 0.4174 0.9108
O 4.0853 -0.3423 -0.0634
P 2.5997 -0.8518 0.2353
O 2.3436 -1.7335 -1.0299
C 2.2516 -1.1506 -2.3559
O 2.6473 -1.8777 1.4194
C 3.2901 -3.1708 1.2779
H 5.8489 0.4403 0.5747
H 4.7648 -0.0614 1.8900
H 4.4329 1.4366 0.9723
H 1.7677 -1.8968 -2.9760
H 3.2551 -0.9394 -2.7186
H 1.6458 -0.2436 -2.3307
H 3.3830 -3.5679 2.2830
H 4.2726 -3.0602 0.8221
H 2.6656 -3.8195 0.6693
O -0.0507 -0.6212 0.3850
Si -1.2741 -0.6894 -0.6943
C -0.9010 0.1575 -2.3301
C -0.8062 -0.5646 -3.5225
C -0.4516 0.0548 -4.7145
C -0.1817 1.4160 -4.7384
C -0.2904 2.1596 -3.5703
C -0.6539 1.5326 -2.3874
C -2.6974 0.2157 0.1292
C -3.5227 1.1372 -0.5122
C -4.4985 1.8378 0.1894
C -4.6671 1.6181 1.5475
C -3.8690 0.6855 2.2020
C -2.8970 -0.0077 1.4973
C -1.6339 -2.4945 -1.0048
C -2.7794 -2.8903 -1.7000
C -3.0327 -4.2312 -1.9499
C -2.1435 -5.1986 -1.5010
C -1.0070 -4.8242 -0.8000
C -0.7553 -3.4803 -0.5531
H -1.0063 -1.6298 -3.5204
H -0.3879 -0.5255 -5.6262
H 0.0966 1.8998 -5.6656
H -0.1076 3.2269 -3.5896
H -0.7740 2.1367 -1.4909
H -3.3975 1.3267 -1.5727
H -5.1285 2.5514 -0.3262
H -5.4291 2.1589 2.0940
H -4.0185 0.4927 3.2578
H -2.2777 -0.7345 2.0136
H -3.4864 -2.1446 -2.0497
H -3.9240 -4.5230 -2.4902
H -2.3415 -6.2453 -1.6929
H -0.3205 -5.5814 -0.4413
H 0.1275 -3.1865 0.0013
```

Calculated values
* Kohn-Sham gap (spin up / spin down): 6.79 / 6.79 eV
* energy relative to the best compared isomer or geometry (same formula, charge and spin): 5.9 kJ/mol
* total charge: +1

***

Entry 7:
Formula: C3H7IOS
Source: the OMol25 dataset
Level of theory: the ωB97M-V functional and the def2-TZVPD basis

```
13
C3H7IOS, DFT the ωB97M-V functional and the def2-TZVPD basis
C -1.3062 0.1821 -0.2852
C 0.0371 0.7173 0.0930
C 1.2087 -0.2688 -0.4472
O 0.1653 0.8766 1.4282
S 0.9390 -1.9656 0.1655
I 3.1865 0.4387 -0.3860
H -1.9287 1.0131 -0.6447
H -1.7349 -0.2511 0.6500
H -1.1863 -0.6041 -0.9941
H 0.2931 1.6358 -0.3694
H 0.7880 -0.3532 -1.9390
H -0.3499 0.1393 1.8350
H -0.1118 -1.5601 0.8940
```

Calculated values
* Kohn-Sham gap: 9.40 eV
* energy relative to the best compared isomer or geometry (same formula, charge and spin): 158.0 kJ/mol

***

Entry 8:
Formula: C3H6ClN
Source: the OMol25 dataset
Level of theory: the ωB97M-V functional and the def2-TZVPD basis

```
11
C3H6ClN, DFT the ωB97M-V functional and the def2-TZVPD basis
N 0.4605 -0.3935 1.4779
C -0.0966 0.1212 0.4510
C -0.2661 0.2252 -1.1001
C -0.9589 1.2456 -0.0871
H 0.1253 0.1058 2.3135
H -0.9553 -0.4819 -1.5592
H 0.4919 0.5347 -1.8105
H -0.6040 2.2134 -0.0944
H -2.0033 1.1194 0.0366
Cl 1.6400 -2.6993 -0.3369
H 2.1666 -1.9906 0.7092
```

Calculated values
* Kohn-Sham gap: 10.60 eV
* structure (SMILES): N=C1CC1.Cl
* energy relative to the best compared isomer or geometry (same formula, charge and spin): 141.8 kJ/mol